Record 1
# C30H21N3O2PTc

C30H21N3O2PTc as an isolated structure at a distorted geometry (ωB97M-V with the def2-TZVPD basis set, OMol25).

Computed properties:
**Net charge**: +3
**Spin multiplicity**: 2
**Gap between HOMO and LUMO (alpha / beta)**: 7.236 / 6.703 eV

XYZ file:
```
58
Properties=species:S:1:pos:R:3:lowdin_charge:R:1
Tc -0.175 0.637 -0.969 1.342
O -3.646 -5.352 -2.257 0.119
N -2.445 -5.473 -2.329 -0.322
O -1.833 -6.493 -2.491 0.151
C -1.621 -4.228 -2.184 -0.019
C -0.312 -4.357 -2.482 0.107
C 0.574 -3.244 -2.385 -0.090
C 1.930 -3.290 -2.771 0.091
C 2.706 -2.158 -2.676 0.023
C 2.147 -0.991 -2.166 -0.049
N 0.870 -0.924 -1.783 -0.057
C 0.078 -2.032 -1.912 -0.139
C -1.304 -1.897 -1.604 -0.127
N -1.723 -0.653 -1.204 -0.064
C -3.022 -0.429 -1.007 -0.053
C -3.965 -1.434 -1.171 0.027
C -3.562 -2.699 -1.531 0.095
C -2.190 -2.971 -1.766 -0.020
H 0.061 -5.321 -2.805 0.153
H 2.346 -4.215 -3.154 0.154
H 3.742 -2.160 -2.985 0.139
H 2.734 -0.087 -2.048 0.133
H -3.306 0.572 -0.707 0.130
H -5.010 -1.210 -1.010 0.141
H -4.288 -3.487 -1.653 0.128
C 4.833 0.549 1.185 -0.006
C 3.956 -0.450 1.609 -0.031
C 2.593 -0.227 1.590 -0.100
C 2.108 1.011 1.141 -0.384
C 2.985 2.011 0.707 -0.062
C 4.351 1.770 0.732 -0.026
P 0.347 1.276 1.116 1.015
C -0.525 1.198 2.638 -0.359
C 0.153 0.800 3.798 -0.051
C -0.540 0.758 4.994 -0.018
C -1.884 1.118 5.032 0.004
C -2.550 1.524 3.876 -0.028
C -1.878 1.567 2.672 -0.079
C -0.102 2.701 0.027 -0.367
C -0.288 4.001 0.524 -0.036
C -0.599 5.020 -0.359 0.018
C -0.758 4.790 -1.735 0.014
C -0.619 3.518 -2.258 -0.023
C -0.297 2.499 -1.375 -0.264
H 5.899 0.369 1.215 0.133
H 4.343 -1.396 1.965 0.129
H 1.909 -1.000 1.925 0.120
H 2.611 2.969 0.368 0.114
H 5.038 2.542 0.413 0.131
H 1.204 0.547 3.769 0.110
H -0.031 0.459 5.899 0.132
H -2.416 1.093 5.973 0.135
H -3.591 1.814 3.926 0.129
H -2.388 1.898 1.774 0.106
H -0.157 4.202 1.580 0.135
H -0.716 6.025 0.025 0.142
H -1.008 5.617 -2.388 0.142
H -0.770 3.319 -3.312 0.133
```

Record 2
# C30H22ClF5IN4O4STl

C30H22ClF5IN4O4STl as an isolated structure at a distorted geometry (ωB97M-V with the def2-TZVPD basis set, OMol25).

Computed properties:
**Gap between HOMO and LUMO**: 6.648 eV
**ΔE to the lowest compared entry with this formula, charge and spin**: 0.000 eV

XYZ file:
```
69
Properties=species:S:1:pos:R:3:lowdin_charge:R:1
Tl 0.471 -0.041 1.171 0.925
O -4.683 1.007 -4.390 -0.046
C -4.476 1.948 -3.368 -0.230
C -3.422 1.513 -2.394 -0.169
C -3.204 2.265 -1.229 0.009
C -2.228 1.833 -0.347 -0.118
N -1.510 0.735 -0.552 0.074
C -1.689 -0.048 -1.653 -0.167
C -2.663 0.352 -2.610 0.064
C -0.906 -1.274 -1.847 -0.173
C -1.154 -2.144 -2.940 0.061
C -0.395 -3.313 -3.098 -0.167
C -0.557 -4.202 -4.327 -0.210
O -0.286 -3.529 -5.547 -0.044
C 0.524 -3.629 -2.092 0.001
C 0.732 -2.739 -1.065 -0.097
N 0.054 -1.589 -0.935 0.072
H -5.442 1.251 -4.924 0.095
H -5.410 2.131 -2.785 0.137
H -4.191 2.958 -3.769 0.142
H -3.797 3.156 -1.051 0.123
H -2.031 2.399 0.557 0.081
H -2.837 -0.213 -3.504 0.096
H -1.919 -1.858 -3.656 0.115
H -1.606 -4.547 -4.386 0.133
H 0.078 -5.088 -4.186 0.117
H 0.511 -3.013 -5.418 0.088
H 1.058 -4.567 -2.057 0.119
H 1.516 -2.925 -0.339 0.112
N 0.965 -1.220 5.545 0.166
C 0.656 -1.001 4.236 -0.513
O 0.855 0.087 3.702 -0.052
C 0.107 -2.209 3.460 -0.200
C -0.717 -1.757 2.302 -0.172
H 1.206 -0.445 6.171 0.126
H 0.665 -2.093 5.965 0.102
H -0.426 -2.884 4.180 0.122
H 1.019 -2.740 3.115 0.107
H -1.602 -1.149 2.512 0.035
H -0.827 -2.422 1.440 0.035
Cl 6.988 -0.509 -1.935 0.705
C 5.623 -0.784 -0.950 -0.649
C 5.643 -1.800 -0.004 -0.158
C 4.528 -2.030 0.828 -0.675
I 4.450 -3.553 2.216 0.930
C 3.388 -1.224 0.691 -0.426
O 2.312 -1.426 1.440 -0.268
C 3.371 -0.151 -0.283 -0.127
N 2.268 0.671 -0.353 0.042
C 2.210 1.625 -1.316 -0.114
C 3.286 1.894 -2.156 -0.044
C 4.469 1.149 -2.083 -0.002
C 4.509 0.099 -1.121 -0.166
H 6.534 -2.428 0.099 0.100
H 1.277 2.167 -1.440 0.105
H 3.173 2.673 -2.894 0.104
H 5.336 1.451 -2.667 0.092
F -3.798 4.454 5.240 0.105
C -2.860 4.034 4.373 -0.142
C -2.698 2.690 4.127 -0.133
F -3.576 1.784 4.622 0.102
C -1.687 2.277 3.270 -0.229
F -1.705 0.973 2.926 0.022
C -0.753 3.140 2.680 -0.573
S 0.534 2.655 1.657 0.690
C -0.980 4.502 2.941 -0.228
F -0.192 5.436 2.352 0.062
C -1.985 4.957 3.784 -0.121
F -2.106 6.278 4.073 0.097
```

Record 3
# C30H22F6NO2PTi

C30H22F6NO2PTi as an isolated structure at a distorted geometry (ωB97M-V with the def2-TZVPD basis set, OMol25).

Computed properties:
**Net charge**: +2
**Gap between HOMO and LUMO**: 7.119 eV
**ΔE to the lowest compared entry with this formula, charge and spin**: 0.638 eV

XYZ file:
```
63
Properties=species:S:1:pos:R:3:lowdin_charge:R:1
Ti -0.766 -0.685 -0.221 0.994
O -0.645 -1.553 1.621 0.064
C -0.746 -0.342 1.715 -0.292
C -0.684 0.711 2.692 -0.207
C -1.229 0.717 3.966 0.028
C -1.087 1.870 4.729 -0.024
C -0.391 2.959 4.222 -0.009
C 0.183 2.930 2.947 -0.026
C 0.010 1.814 2.160 -0.293
P 0.856 1.455 0.567 1.134
C 1.847 2.924 0.215 -0.384
C 3.196 2.885 0.568 -0.090
C 3.986 4.012 0.392 -0.053
C 3.433 5.166 -0.148 -0.044
C 2.092 5.201 -0.512 -0.050
C 1.295 4.082 -0.333 -0.077
C -0.499 1.574 -0.680 -0.480
C -1.752 2.134 -0.434 -0.052
C -2.684 2.247 -1.463 -0.017
C -2.383 1.777 -2.728 -0.019
C -1.142 1.191 -2.989 -0.016
C -0.203 1.088 -1.978 -0.141
H -1.763 -0.144 4.347 0.136
H -1.510 1.913 5.723 0.126
H -0.280 3.847 4.831 0.127
H 0.759 3.775 2.586 0.120
H 3.627 1.981 0.983 0.107
H 5.032 3.988 0.669 0.118
H 4.051 6.043 -0.291 0.120
H 1.669 6.102 -0.938 0.118
H 0.250 4.115 -0.619 0.108
H -1.993 2.490 0.559 0.131
H -3.649 2.697 -1.268 0.133
H -3.114 1.863 -3.523 0.134
H -0.907 0.835 -3.984 0.134
H 0.796 0.736 -2.204 0.119
C -4.261 -2.203 0.488 0.058
C -3.390 -1.830 -0.686 -0.331
O -2.492 -0.765 -0.373 -0.161
C -4.272 -1.370 -1.868 -0.578
F -3.552 -1.084 -2.952 0.182
F -5.145 -2.320 -2.178 0.202
F -4.928 -0.264 -1.506 0.182
C -2.474 -2.996 -1.118 -0.556
F -1.774 -3.427 -0.052 0.157
F -1.524 -2.520 -1.979 0.122
F -3.099 -4.000 -1.672 0.247
H -4.826 -1.327 0.798 0.116
H -3.646 -2.547 1.316 0.106
H -4.956 -2.992 0.206 0.122
N 0.942 -1.595 -0.775 0.127
C 1.745 -2.423 -0.755 -0.005
C 2.730 -3.446 -0.759 -0.204
C 2.911 -4.189 0.416 -0.004
C 3.854 -5.197 0.426 -0.036
C 4.605 -5.452 -0.716 -0.018
C 4.421 -4.710 -1.877 -0.035
C 3.481 -3.700 -1.910 -0.003
H 2.314 -3.975 1.293 0.127
H 4.005 -5.784 1.321 0.123
H 5.343 -6.244 -0.702 0.126
H 5.012 -4.921 -2.759 0.124
H 3.322 -3.116 -2.807 0.129
```

Record 4
# C30H22FeN5O3S5

C30H22FeN5O3S5 as an isolated structure (ωB97M-V with the def2-TZVPD basis set, OMol25).

Computed properties:
**Net charge**: -2
**Spin multiplicity**: 2
**Gap between HOMO and LUMO (alpha / beta)**: 5.598 / 5.685 eV
**ΔE to the lowest compared entry with this formula, charge and spin**: 0.000 eV

XYZ file:
```
66
Properties=species:S:1:pos:R:3:lowdin_charge:R:1
Fe 0.678 -0.734 1.100 -0.029
C -1.392 3.057 2.278 -0.040
C -0.241 2.234 1.779 -0.275
N -0.021 1.029 2.182 -0.021
N -0.722 0.641 3.301 0.065
C -0.526 -0.631 3.552 -0.461
O 0.180 -1.425 2.858 -0.166
C -1.172 -1.189 4.777 -0.123
C -0.850 -2.483 5.173 -0.023
C -1.428 -3.029 6.310 -0.095
C -2.342 -2.292 7.050 -0.116
C -2.677 -1.005 6.647 -0.100
C -2.095 -0.454 5.516 -0.027
C 0.638 2.823 0.747 -0.223
C 0.298 4.007 0.083 -0.027
C 1.185 4.529 -0.843 -0.098
C 2.384 3.873 -1.078 -0.085
C 2.637 2.708 -0.365 -0.137
N 1.796 2.209 0.522 0.099
H -1.883 2.541 3.094 0.056
H -1.071 4.049 2.606 0.077
H -2.112 3.180 1.464 0.084
H -0.143 -3.040 4.571 0.120
H -1.167 -4.035 6.616 0.093
H -2.801 -2.722 7.933 0.087
H -3.404 -0.433 7.211 0.091
H -2.349 0.541 5.181 0.103
H -0.647 4.496 0.274 0.096
H 0.936 5.433 -1.386 0.096
H 3.103 4.246 -1.796 0.094
H 3.551 2.141 -0.512 0.111
S 2.866 -0.554 1.561 0.712
C 3.543 -1.964 0.771 -0.702
C 4.965 -2.044 0.691 -0.306
N 6.117 -2.079 0.630 0.115
C 2.752 -2.949 0.275 -0.709
S 1.019 -2.890 0.370 0.747
C 3.331 -4.101 -0.347 -0.297
N 3.770 -5.042 -0.847 0.121
C -2.353 -4.043 1.913 -0.127
O -1.822 -2.866 1.330 -0.315
C -2.594 -1.796 1.127 -1.309
S -4.218 -1.780 1.528 0.497
S -1.747 -0.492 0.427 0.719
H -1.593 -4.803 1.742 0.086
H -3.303 -4.313 1.453 0.051
H -2.509 -3.896 2.984 0.078
C -1.740 0.792 -7.193 -0.046
C -0.735 1.253 -8.217 -0.755
O -1.001 1.357 -9.391 -0.035
S 0.921 1.666 -7.702 1.000
C 0.986 1.211 -5.990 -0.594
C 1.305 -0.093 -5.620 -0.110
C 1.317 -0.459 -4.287 -0.019
C 1.007 0.468 -3.278 -0.234
C 0.730 1.790 -3.667 -0.025
C 0.721 2.155 -5.000 -0.120
C 0.955 0.083 -1.915 -0.102
C 0.854 -0.237 -0.745 -0.209
H -2.721 1.141 -7.511 0.083
H -1.515 1.130 -6.186 0.066
H -1.748 -0.300 -7.186 0.095
H 1.536 -0.823 -6.387 0.101
H 1.555 -1.474 -3.998 0.120
H 0.511 2.517 -2.897 0.100
H 0.495 3.176 -5.284 0.100
```

What did the second record say?
# C30H22ClF5IN4O4STl

C30H22ClF5IN4O4STl as an isolated structure at a distorted geometry (ωB97M-V with the def2-TZVPD basis set, OMol25).

Computed properties:
**Gap between HOMO and LUMO**: 6.648 eV
**ΔE to the lowest compared entry with this formula, charge and spin**: 0.000 eV

XYZ file:
```
69
Properties=species:S:1:pos:R:3:lowdin_charge:R:1
Tl 0.471 -0.041 1.171 0.925
O -4.683 1.007 -4.390 -0.046
C -4.476 1.948 -3.368 -0.230
C -3.422 1.513 -2.394 -0.169
C -3.204 2.265 -1.229 0.009
C -2.228 1.833 -0.347 -0.118
N -1.510 0.735 -0.552 0.074
C -1.689 -0.048 -1.653 -0.167
C -2.663 0.352 -2.610 0.064
C -0.906 -1.274 -1.847 -0.173
C -1.154 -2.144 -2.940 0.061
C -0.395 -3.313 -3.098 -0.167
C -0.557 -4.202 -4.327 -0.210
O -0.286 -3.529 -5.547 -0.044
C 0.524 -3.629 -2.092 0.001
C 0.732 -2.739 -1.065 -0.097
N 0.054 -1.589 -0.935 0.072
H -5.442 1.251 -4.924 0.095
H -5.410 2.131 -2.785 0.137
H -4.191 2.958 -3.769 0.142
H -3.797 3.156 -1.051 0.123
H -2.031 2.399 0.557 0.081
H -2.837 -0.213 -3.504 0.096
H -1.919 -1.858 -3.656 0.115
H -1.606 -4.547 -4.386 0.133
H 0.078 -5.088 -4.186 0.117
H 0.511 -3.013 -5.418 0.088
H 1.058 -4.567 -2.057 0.119
H 1.516 -2.925 -0.339 0.112
N 0.965 -1.220 5.545 0.166
C 0.656 -1.001 4.236 -0.513
O 0.855 0.087 3.702 -0.052
C 0.107 -2.209 3.460 -0.200
C -0.717 -1.757 2.302 -0.172
H 1.206 -0.445 6.171 0.126
H 0.665 -2.093 5.965 0.102
H -0.426 -2.884 4.180 0.122
H 1.019 -2.740 3.115 0.107
H -1.602 -1.149 2.512 0.035
H -0.827 -2.422 1.440 0.035
Cl 6.988 -0.509 -1.935 0.705
C 5.623 -0.784 -0.950 -0.649
C 5.643 -1.800 -0.004 -0.158
C 4.528 -2.030 0.828 -0.675
I 4.450 -3.553 2.216 0.930
C 3.388 -1.224 0.691 -0.426
O 2.312 -1.426 1.440 -0.268
C 3.371 -0.151 -0.283 -0.127
N 2.268 0.671 -0.353 0.042
C 2.210 1.625 -1.316 -0.114
C 3.286 1.894 -2.156 -0.044
C 4.469 1.149 -2.083 -0.002
C 4.509 0.099 -1.121 -0.166
H 6.534 -2.428 0.099 0.100
H 1.277 2.167 -1.440 0.105
H 3.173 2.673 -2.894 0.104
H 5.336 1.451 -2.667 0.092
F -3.798 4.454 5.240 0.105
C -2.860 4.034 4.373 -0.142
C -2.698 2.690 4.127 -0.133
F -3.576 1.784 4.622 0.102
C -1.687 2.277 3.270 -0.229
F -1.705 0.973 2.926 0.022
C -0.753 3.140 2.680 -0.573
S 0.534 2.655 1.657 0.690
C -0.980 4.502 2.941 -0.228
F -0.192 5.436 2.352 0.062
C -1.985 4.957 3.784 -0.121
F -2.106 6.278 4.073 0.097
```